The following is a DFT calculation (the ωB97M-V functional and the def2-TZVPD basis) of C31H64Ca3NO17P2 as an isolated structure in a non-equilibrium geometry.

CARTESIAN COORDINATES (ANGSTROEM)
H: -1.8409 -1.0125 -7.2526
O: -1.3892 2.7489 1.8836
H: -1.4126 -2.9601 -0.4230
H: -2.5024 -2.8865 -4.2345
H: -3.8515 -2.5315 -1.4531
C: 1.9734 -0.1005 2.8973
H: 3.9751 0.9780 0.8033
H: 1.9691 -2.2849 0.9733
Ca: 0.8246 2.0216 0.9414
H: -4.5062 -1.3166 2.2036
H: 2.1900 -5.3301 3.0635
C: -1.5035 0.6153 -5.8315
O: -1.8333 -4.9703 -0.6482
C: 0.9859 5.9580 -1.3184
C: 1.0945 -3.5190 2.6773
H: 2.4329 -0.2276 1.9134
C: 4.3525 2.0003 0.8070
H: 1.0434 -0.5548 -5.8861
H: 3.9848 4.6975 1.7048
C: -1.4505 0.0048 -7.2163
C: -2.9239 -2.2124 3.3863
H: 4.6003 2.2885 -0.2168
C: 1.1710 -5.3935 1.1721
C: -2.8674 0.0398 3.9879
H: 1.3361 -0.3512 5.5809
H: -2.4711 -1.4366 5.4506
H: 1.6429 -1.1356 -3.5183
H: -4.2714 -4.6480 -2.5162
C: 1.2169 -5.0654 2.6452
C: 0.7518 0.1545 -5.0978
H: 0.1491 -5.5124 0.7878
H: -2.5838 -6.0956 -2.2743
H: 0.9022 1.1749 -5.4540
H: -0.8642 5.3325 3.2146
H: -0.4715 4.3625 -1.8014
O: -5.4472 1.9917 -1.8604
H: 2.6485 0.6453 6.0671
H: 0.4357 -5.5025 3.2656
H: -3.1306 -6.5559 -0.6722
H: 1.0830 -0.7329 2.8465
N: -0.6793 -0.0006 -4.7687
H: 5.9084 1.2823 2.1811
O: 3.2538 2.7703 1.3167
P: -4.2494 1.0813 -1.8561
H: 1.7946 -3.0518 3.3709
H: 6.3693 2.6871 1.2234
C: -2.4134 -1.8054 -4.3089
C: 3.7344 3.7507 2.2051
O: -3.0620 2.0531 -1.3685
C: 0.1464 4.7446 -0.9846
H: -1.2963 1.6937 -5.8692
H: -0.6359 -1.9659 -5.5811
C: 2.9287 -0.2857 4.0656
H: 0.4129 -2.7099 0.8628
O: -1.5810 4.7223 2.9645
Ca: -2.5279 1.1096 0.5725
H: 3.2385 4.0119 -0.8905
H: 1.6431 -6.3413 0.9027
O: -3.5821 1.0377 -3.2809
O: 0.4234 3.7969 2.4648
H: -1.6418 -3.4670 -2.0690
H: -1.1616 -1.3416 4.3045
C: -0.9820 -1.4508 -4.6745
H: -0.4668 4.9716 -0.1130
H: 1.7649 2.4792 4.6690
H: 3.8266 0.3288 3.9913
O: 1.6538 1.2871 3.0584
H: 4.7002 2.4517 3.6882
H: 2.9689 4.0260 2.9326
H: 2.7175 -0.0082 -4.2576
H: 1.5213 0.5771 -3.1074
H: -2.6809 -1.3321 -3.3613
O: 1.8099 -4.3048 0.5088
H: -0.3407 -1.8361 -3.8783
H: 1.8186 5.2183 -3.1740
C: 2.1247 5.3849 -2.1432
C: 5.5453 2.2179 1.7611
H: -2.3334 0.9080 4.3816
C: -2.8596 -5.6962 -1.2923
H: 3.1939 -1.3368 4.1978
H: -3.0386 -1.5931 1.2545
O: -0.5520 1.4423 -0.6248
O: -4.0020 -0.0357 -0.7897
O: -0.7430 -0.6960 -1.5930
O: -2.9239 -0.0042 2.5869
C: 2.1041 0.3178 5.1796
O: -0.4925 0.0165 1.0538
C: -0.8259 3.7014 2.4642
P: 0.0274 -0.0312 -0.4607
H: 0.1013 -3.1675 2.9546
C: -3.4142 -1.3053 2.2334
C: -3.5392 -3.4152 -0.9011
C: -4.0616 -4.7410 -1.4467
H: -2.0863 0.5961 -7.8785
Ca: -1.4052 1.0366 -2.6765
O: 1.5304 0.3702 -0.4607
H: -2.5341 0.6813 -5.4576
C: -2.2491 -1.2963 4.3890
H: 5.6406 3.8590 3.2568
C: 1.6805 -0.1282 -3.9277
H: 2.9861 6.0327 -1.9956
C: 2.3125 3.9875 -1.4560
C: 1.3710 1.4835 4.4632
C: 1.3616 -3.1701 1.1949
C: 4.9399 3.1214 2.8608
C: -2.0311 -3.5966 -1.0524
H: 0.4643 6.8171 -1.7487
H: -0.4422 0.0004 -7.6344
H: -3.6400 -3.3800 0.1838
H: 2.2704 3.1861 -2.1931
H: 0.2862 1.4937 4.5827
H: -4.9969 -5.0377 -0.9739
H: -3.8788 0.1662 4.4002
O: 1.1593 3.8141 -0.6157
H: -2.3155 -3.0690 3.0765
H: 1.3530 6.3451 -0.3617
H: -3.1347 -1.3515 -4.9913
H: -3.7297 -2.7856 3.8628

Summary:
Total charge: -1
Multiplicity: 1
Orbital gap: 5.38 eV
ΔE to the lowest compared entry with this formula, charge and spin: 0.0 kcal per mole
Maximum force: 0.109 hartree/bohr
Energy: -143393.472 eV